# 1
Molecular formula: C2H3N2P
Method: DFT, ωB97M-V/def2-TZVPD

## Properties
- Orbital gap (alpha / beta): 8.105 / 8.105 eV
- ΔE to the lowest compared entry with this formula, charge and spin: 110.0 kcal per mole
- E_LUMO (alpha / beta): -0.3309 / -0.3307 eV
- E_tot: -14385.7423 eV

```
8
Properties=species:S:1:pos:R:3:forces:R:3
C 0.951219 1.401911 0.000346 0.32 -0.96 0.49
C 0.549089 -0.860642 0.029155 -3.31 -0.96 -0.20
N -1.576921 1.026832 0.047481 -0.37 1.11 -0.28
N 1.261130 0.214599 0.034068 -0.07 2.40 -0.41
P -1.217162 -0.420335 -0.040945 2.75 -2.38 0.62
H 1.059363 2.277264 -0.626484 0.04 -0.29 0.02
H 0.713333 -1.893811 0.272766 1.15 0.00 -0.02
H -1.740052 -1.745817 0.283615 -0.50 1.09 -0.22
```
Positions in Å, forces in eV/Å.

=====

# 2
Molecular formula: C2H3N2PS3
Method: DFT, ωB97M-V/def2-TZVPD

## Properties
- Orbital gap: 7.275 eV
- ΔE to the lowest compared entry with this formula, charge and spin: 55.3 kcal per mole
- E_LUMO: -1.7902 eV
- E_tot: -46894.5495 eV
- Structure (SMILES): N#C[P@](=S)(S)C(N)=S

```
11
Properties=species:S:1:pos:R:3:forces:R:3
N 3.018259 -0.386540 -0.977551 -0.14 0.30 0.20
C 2.075935 -0.004977 -0.436810 0.48 0.04 -0.05
P 0.522598 0.514542 0.222268 -1.63 3.63 -1.55
S -0.732052 2.533750 -0.815777 1.83 -2.78 1.33
S 0.542088 0.683996 2.280619 -0.10 -4.60 -0.03
C -0.414950 -0.982181 -0.213194 -0.06 -1.96 0.44
N -1.655511 -0.691329 -0.558148 -3.72 0.13 -2.97
S 0.291659 -2.480553 -0.026881 -0.57 1.17 -0.09
H 0.645071 1.900015 2.474199 0.23 3.80 -0.22
H -1.903114 0.291820 -0.891694 0.88 -1.11 0.97
H -2.389981 -1.378538 -1.057030 2.81 1.39 1.96
```
Positions in Å, forces in eV/Å.

=====

# 3
Molecular formula: C2H3N3
Method: DFT, ωB97M-V/def2-TZVPD

## Properties
- Orbital gap: 9.562 eV
- ΔE to the lowest compared entry with this formula, charge and spin: 90.8 kcal per mole
- E_LUMO: 0.6517 eV
- E_tot: -6588.6391 eV

```
8
Properties=species:S:1:pos:R:3:forces:R:3
C -1.566278 0.349671 -0.001845 1.00 0.67 -0.03
C 0.520947 -0.936377 -0.012505 -5.77 0.52 0.00
N -1.547423 -0.918912 -0.007735 4.27 -1.62 0.03
N -0.461824 1.128519 -0.003976 -0.28 1.37 -0.09
N 0.606301 0.340588 -0.018401 0.70 -0.37 0.10
H -2.503660 0.889998 -0.002604 -0.19 -0.05 0.01
H 1.206005 -1.743414 0.032232 0.58 -0.26 -0.04
H 1.486337 0.863059 -0.026256 -0.31 -0.26 0.02
```
Positions in Å, forces in eV/Å.

=====

# 4
Molecular formula: C2H3N3O
Method: DFT, ωB97M-V/def2-TZVPD

## Properties
- Orbital gap: 9.945 eV
- ΔE to the lowest compared entry with this formula, charge and spin: 126.6 kcal per mole
- E_LUMO: -0.1319 eV
- E_tot: -8635.0055 eV
- Structure (SMILES): N1=NC1[C@@H]1NO1

```
9
Properties=species:S:1:pos:R:3:forces:R:3
N 1.990730 0.679798 -0.100904 1.73 -0.27 1.04
N 1.873146 -0.452421 0.378962 1.87 0.97 0.41
C 0.815130 0.001194 -0.448833 -2.69 -1.07 -0.91
C -0.396308 0.258620 0.339473 1.15 -0.08 1.06
N -1.619614 -0.402918 0.373620 -2.02 -1.70 -0.74
O -1.484804 0.985228 -0.059381 -0.36 0.95 -0.34
H 0.770262 -0.504235 -1.364500 -0.33 -0.25 -1.58
H -0.015594 0.386354 1.351301 -0.40 0.67 0.36
H -1.932951 -0.951616 -0.469742 1.07 0.78 0.70
```
Positions in Å, forces in eV/Å.

=====

# 5
Molecular formula: C2H3N3O
Method: DFT, ωB97M-V/def2-TZVPD

## Properties
- Orbital gap (alpha / beta): 8.437 / 8.437 eV
- ΔE to the lowest compared entry with this formula, charge and spin: 89.9 kcal per mole
- E_LUMO (alpha / beta): -0.4029 / -0.4038 eV
- E_tot: -8636.5966 eV
- Structure (SMILES): N=C=C(N)N=O

```
9
Properties=species:S:1:pos:R:3:forces:R:3
N -0.616083 -2.038400 0.526247 0.39 0.75 -0.10
C -0.186162 -0.937151 0.247331 -0.17 -0.54 0.14
C 0.072865 0.337087 -0.066530 -0.11 -0.15 0.08
N 0.478912 0.748018 -1.358363 -0.19 0.16 0.05
N -0.055897 1.314953 0.959018 -0.14 -0.45 0.25
O -0.275950 0.889296 2.079533 0.13 0.26 -0.51
H 0.019051 -2.711463 0.959057 -0.09 0.10 -0.09
H 0.845295 1.697790 -1.310125 -0.11 -0.30 -0.09
H -0.282031 0.699870 -2.036167 0.29 0.17 0.28
```
Positions in Å, forces in eV/Å.

=====

# 6
Molecular formula: C2H3N3O
Method: DFT, ωB97M-V/def2-TZVPD

## Properties
- Orbital gap: 9.954 eV
- ΔE to the lowest compared entry with this formula, charge and spin: 131.5 kcal per mole
- E_LUMO: 0.0913 eV
- E_tot: -8634.7936 eV

```
9
Properties=species:S:1:pos:R:3:forces:R:3
C -1.394058 -0.104389 0.113734 -0.73 -0.12 0.11
C 0.410046 -0.033016 0.022414 0.52 -0.53 0.37
N -0.022007 -0.939172 0.698470 -0.32 0.82 -0.58
O 2.684394 -0.340468 0.172650 0.23 0.52 -0.38
N 2.403394 0.608792 -0.514019 0.36 -0.33 0.23
N 1.026699 0.856630 -0.648974 0.06 -0.04 0.03
H -1.531422 0.899087 0.525162 0.12 -0.28 0.01
H -1.537319 -0.129716 -0.970732 0.13 -0.11 0.26
H -2.039728 -0.817745 0.601297 -0.37 0.07 -0.04
```
Positions in Å, forces in eV/Å.

=====

# 7
Molecular formula: C2H3N3O
Method: DFT, ωB97M-V/def2-TZVPD

## Properties
- Orbital gap: 10.469 eV
- ΔE to the lowest compared entry with this formula, charge and spin: 102.9 kcal per mole
- E_LUMO: 0.6721 eV
- E_tot: -8636.0345 eV

```
9
Properties=species:S:1:pos:R:3:forces:R:3
O -1.839204 -0.761300 -0.918653 0.17 0.01 0.10
C -0.957661 -1.136624 -0.028182 0.37 -0.15 0.36
C -0.165956 -1.510316 0.799668 -0.40 0.12 -0.38
N 1.490254 1.622617 0.584634 -0.10 0.01 -0.18
N 0.744298 1.452733 -0.376255 -0.69 -0.04 -0.92
N 0.061545 1.430245 -1.280154 0.88 0.08 1.11
H -1.543086 0.071938 -1.327427 -0.04 -0.12 0.06
H 0.501700 -1.888948 1.539724 -0.12 0.06 -0.12
H 1.708111 0.719656 1.006645 -0.05 0.01 -0.05
```
Positions in Å, forces in eV/Å.

=====

# 8
Molecular formula: C2H3N3O
Method: DFT, ωB97M-V/def2-TZVPD

## Properties
- Orbital gap (alpha / beta): 7.564 / 7.551 eV
- ΔE to the lowest compared entry with this formula, charge and spin: 99.8 kcal per mole
- E_LUMO (alpha / beta): -2.2726 / -2.2845 eV
- E_tot: -8636.1650 eV

```
9
Properties=species:S:1:pos:R:3:forces:R:3
N -1.427547 -0.392010 0.063610 0.39 -0.88 -0.17
C -0.527986 0.600784 -0.023979 -3.27 3.50 0.15
N -0.518047 1.824765 0.007502 -0.53 -3.35 0.03
H -2.413869 -0.180902 0.143874 0.34 0.15 -0.16
H -1.190465 -1.294587 -0.324636 -0.03 0.19 0.22
N 1.804622 -0.787447 0.088816 -2.25 -1.70 -0.05
C 1.301485 0.341111 0.019411 5.88 5.23 0.13
O 1.758390 1.495551 0.013742 -0.85 -2.91 -0.19
H 1.213418 -1.607264 0.011659 0.32 -0.22 0.04
```
Positions in Å, forces in eV/Å.

=====

# 9
Molecular formula: C2H3N3O
Method: DFT, ωB97M-V/def2-TZVPD

## Properties
- Orbital gap (alpha / beta): 9.230 / 9.229 eV
- ΔE to the lowest compared entry with this formula, charge and spin: 202.0 kcal per mole
- E_LUMO (alpha / beta): -0.1804 / -0.1811 eV
- E_tot: -8631.7366 eV

```
9
Properties=species:S:1:pos:R:3:forces:R:3
C 0.896032 0.537368 -0.775312 -4.34 -2.30 1.84
C -0.721695 0.090990 0.832902 3.31 3.27 -3.49
N 2.088201 1.018953 -0.351847 2.68 -0.67 0.89
N 2.083455 -0.230390 -0.523030 0.21 1.87 0.33
N -1.370158 -1.058466 0.757127 0.27 -7.18 -1.92
O -1.977374 0.061995 0.232388 -1.21 3.62 -0.02
H 0.592302 0.641116 -1.800734 -0.83 0.22 -0.20
H -0.497348 0.522812 1.787440 0.04 0.65 0.25
H -1.093416 -1.584376 -0.158933 -0.13 0.52 2.32
```
Positions in Å, forces in eV/Å.

=====

# 10
Molecular formula: C2H3N3O2
Method: DFT, ωB97M-V/def2-TZVPD

## Properties
- Orbital gap: 11.113 eV
- ΔE to the lowest compared entry with this formula, charge and spin: 127.4 kcal per mole
- E_LUMO: 0.6805 eV
- E_tot: -10682.9312 eV
- Structure (SMILES): O=C1NCn2on21

```
10
Properties=species:S:1:pos:R:3:forces:R:3
O 1.761921 1.702856 -0.135031 1.58 0.15 0.12
C 1.042057 0.784214 0.054824 -2.92 0.95 -0.26
N -0.341787 0.884837 -0.056210 -1.47 -0.83 1.42
C -1.025337 -0.443561 0.094453 2.13 0.88 -1.88
N 0.140028 -1.303900 0.397064 -0.62 -1.18 1.06
O 1.052096 -1.415227 -0.650860 0.47 0.15 -1.34
N 1.351430 -0.574672 0.473516 0.32 0.15 0.26
H -0.884791 1.762071 -0.098286 1.06 -0.80 -0.14
H -1.373357 -0.600287 -0.940308 -0.34 -0.87 0.67
H -1.722257 -0.796330 0.860839 -0.21 1.39 0.08
```
Positions in Å, forces in eV/Å.

=====

# 11
Molecular formula: C2H3N3O2
Method: DFT, ωB97M-V/def2-TZVPD

## Properties
- Orbital gap: 9.825 eV
- ΔE to the lowest compared entry with this formula, charge and spin: 149.0 kcal per mole
- E_LUMO: 0.4497 eV
- E_tot: -10681.9957 eV
- Structure (SMILES): Nn1oncc1=O

```
10
Properties=species:S:1:pos:R:3:forces:R:3
N 1.779562 -0.480914 0.062293 3.97 3.89 1.88
N 0.498296 -0.277971 -0.132496 -0.19 5.44 -0.58
O -0.063795 -1.374804 -0.181748 -5.17 -7.23 0.54
N -1.437831 -1.221228 0.058673 0.75 1.34 -0.76
C -1.615216 0.067570 0.034033 -1.71 -1.00 -0.95
C -0.307302 0.811963 -0.185193 -3.06 0.66 2.33
O -0.170776 2.025571 -0.031968 1.27 -1.23 -0.86
H 1.948249 0.027756 1.129616 0.44 -1.44 -4.13
H 2.099622 0.069325 -0.797368 1.43 -0.61 2.29
H -2.730806 0.352736 0.044160 2.26 0.19 0.24
```
Positions in Å, forces in eV/Å.

=====

# 12
Molecular formula: C2H3N3O2S
Method: DFT, ωB97M-V/def2-TZVPD

## Properties
- Orbital gap: 8.946 eV
- ΔE to the lowest compared entry with this formula, charge and spin: 66.7 kcal per mole
- E_LUMO: 0.4416 eV
- E_tot: -21519.6209 eV
- Structure (SMILES): O/N=c1\nc(S)[nH]o1

```
11
Properties=species:S:1:pos:R:3:forces:R:3
O -1.949453 2.207077 0.675188 0.58 0.11 0.38
N -2.102622 1.154680 -0.210010 -0.14 -0.47 -0.41
C -1.079132 0.419619 -0.233170 -0.20 0.01 -0.10
N 0.119959 0.508459 0.450799 0.61 -0.51 0.01
C 0.809875 -0.493987 0.025558 -0.20 0.55 0.22
S 2.416126 -0.953016 0.528301 -0.08 0.10 0.11
N 0.207860 -1.213990 -0.996963 -0.12 -0.47 0.10
O -1.094774 -0.679774 -1.081202 -0.03 0.18 -0.06
H -2.784240 2.649101 0.587711 -0.57 0.41 0.01
H 2.430050 -0.102407 1.575831 -0.09 -0.13 -0.23
H 0.089137 -2.214698 -0.829350 0.23 0.22 -0.03
```
Positions in Å, forces in eV/Å.

=====

> Look up the ΔE to the lowest compared entry with this formula, charge and spin of the fourth one.

126.6 kcal per mole

=====

> ΔE to the lowest compared entry with this formula, charge and spin of number 12 (C2H3N3O2S)?

66.7 kcal per mole